# 1
ORCA calculation (wB97M-V/def2-TZVPD) on a molecular structure, C32H24F7N2O7PRuS2.

Expectation value of S²: 6.069
Total energy: -3801.6222 hartree
Max |F|: 0.812 eV/A
2S+1: 5

Last column: Mulliken spin population.
Atoms and positions in Å:
Ru: 1.0763 -0.1370 -0.9719  2.675
O: 2.9832 1.8623 -1.2774  0.032
C: 1.7948 1.8258 -1.1625  -0.143
C: 0.9631 3.0691 -1.1502  0.142
C: 1.5439 4.3336 -1.2452  -0.001
C: 0.7139 5.4364 -1.2312  0.001
C: -0.6716 5.2788 -1.1274  -0.002
C: -1.2373 4.0216 -1.0385  0.003
C: -0.4006 2.9081 -1.0505  -0.028
P: -0.9030 1.1731 -0.9554  0.059
C: -1.8966 1.1437 0.5561  -0.098
C: -1.4582 1.9297 1.6219  0.065
C: -2.1469 1.9259 2.8224  0.011
C: -3.2870 1.1490 2.9637  0.000
C: -3.7258 0.3628 1.9104  0.004
C: -3.0268 0.3497 0.7152  0.006
C: -1.9777 1.0256 -2.4025  -0.035
C: -3.3349 1.3383 -2.3413  0.001
C: -4.0925 1.3738 -3.4999  0.001
C: -3.5009 1.1140 -4.7275  -0.001
C: -2.1455 0.8280 -4.7951  0.000
C: -1.3826 0.7881 -3.6387  -0.012
H: 2.6181 4.4232 -1.3243  0.001
H: 1.1343 6.4299 -1.3022  0.000
H: -1.3071 6.1538 -1.1154  0.000
H: -2.3105 3.9103 -0.9576  0.001
H: -0.5700 2.5415 1.5261  0.010
H: -1.7858 2.5230 3.6480  0.003
H: -3.8240 1.1444 3.9021  -0.001
H: -4.6000 -0.2618 2.0251  0.000
H: -3.3505 -0.3025 -0.0834  0.001
H: -3.8080 1.5642 -1.3959  0.000
H: -5.1461 1.6108 -3.4416  0.000
H: -4.0936 1.1442 -5.6309  0.000
H: -1.6737 0.6332 -5.7479  0.000
H: -0.3265 0.5579 -3.7045  -0.003
F: 5.7193 0.1252 -2.2305  0.000
C: 5.3823 -1.1609 -2.2749  0.001
F: 5.5415 -1.6090 -3.5139  0.000
F: 6.1762 -1.8437 -1.4559  0.000
S: 3.6179 -1.3338 -1.7553  -0.010
O: 2.8268 -0.6557 -2.7592  0.023
O: 3.4663 -0.7096 -0.4489  0.014
N: 3.4715 -2.8858 -1.7646  0.001
S: 2.4295 -3.5846 -0.8020  -0.006
O: 1.9088 -4.7769 -1.3844  0.002
O: 1.5081 -2.6418 -0.2028  0.015
C: 3.4730 -4.1562 0.6129  0.005
F: 2.7326 -4.9040 1.4329  0.000
F: 3.9540 -3.1206 1.2942  0.001
F: 4.4913 -4.8891 0.1637  0.000
F: 0.5780 -0.3817 7.6020  0.014
C: 0.7219 -0.3502 6.2599  0.191
C: 1.9215 0.0977 5.7314  -0.077
C: 2.0647 0.1301 4.3605  0.180
C: 1.0167 -0.2809 3.5045  0.097
C: 1.1528 -0.2274 2.1051  0.244
C: -0.1879 -0.7342 4.0948  0.138
C: -0.3339 -0.7692 5.4652  -0.086
H: 2.7156 0.4077 6.3954  -0.002
H: 2.9945 0.4742 3.9282  0.010
H: 0.3131 -0.5488 1.4965  0.349
H: 2.0993 0.0528 1.6551  -0.054
H: -0.9876 -1.0684 3.4530  0.039
H: -1.2440 -1.1217 5.9292  -0.003
O: 0.1551 -1.5406 -2.5793  0.108
C: -0.6339 -2.0782 -1.7902  -0.034
C: -1.2576 -3.4343 -1.9319  0.007
C: -1.8021 -3.6762 -0.5263  0.012
C: -1.4865 -2.3943 0.2386  0.021
O: -1.7071 -2.2061 1.4090  0.008
N: -0.9177 -1.4672 -0.6294  0.103
H: -0.4975 -4.1484 -2.2457  0.001
H: -2.0304 -3.3990 -2.7018  -0.001
H: -1.3133 -4.5049 -0.0159  0.000
H: -2.8769 -3.8568 -0.4915  -0.001



# 2
ORCA calculation (wB97M-V/def2-TZVPD) on 15 unconnected molecules or ions with the total composition C60H120O15.

Total energy: -3486.4859 hartree
Max |F|: 1.893 eV/A
Energy relative to the best compared isomer or geometry (same formula, charge and spin): 0.00 kJ/mol

Last column: Löwdin charge in e.
Atoms and positions in Å:
C: 0.3428 -0.7993 -6.7363  -0.143
C: 1.0218 0.3411 -6.0018  -0.164
C: -0.1383 1.0118 -5.2603  -0.203
O: -1.2266 0.8894 -6.1607  -0.149
C: -1.0760 -0.2681 -6.9898  -0.169
H: 0.3464 -1.6791 -6.0899  0.079
H: 0.8778 -1.0880 -7.6404  0.115
H: 1.4181 1.0948 -6.6852  0.118
H: 1.8087 0.0326 -5.3143  0.079
H: 0.0418 2.0598 -5.0142  0.113
H: -0.3649 0.5403 -4.2920  0.103
H: -1.2818 0.0056 -8.0232  0.119
H: -1.8295 -0.9958 -6.6759  0.105
C: -4.7870 -2.6076 3.8323  -0.143
C: -5.1649 -2.8121 5.2836  -0.158
C: -3.9119 -2.4184 6.0725  -0.206
O: -2.8266 -2.6481 5.1936  -0.152
C: -3.2420 -2.4103 3.8486  -0.178
H: -5.3353 -1.8066 3.3392  0.100
H: -4.9657 -3.5224 3.2659  0.105
H: -5.3955 -3.8600 5.4809  0.109
H: -6.0104 -2.2263 5.6466  0.109
H: -3.7415 -2.9326 7.0186  0.119
H: -3.9233 -1.3520 6.3470  0.105
H: -2.7233 -3.0928 3.1833  0.093
H: -2.9602 -1.3781 3.6113  0.106
C: 1.9382 3.3731 2.3118  -0.153
C: 2.4462 3.6927 0.9034  -0.181
C: 1.3556 4.6087 0.3970  -0.188
O: 1.0342 5.4089 1.5520  -0.136
C: 1.4655 4.7700 2.7383  -0.201
H: 2.6998 2.9636 2.9707  0.103
H: 1.0839 2.7107 2.1529  0.103
H: 2.6056 2.8282 0.2571  0.079
H: 3.3903 4.2458 0.9052  0.118
H: 0.4429 4.0438 0.1658  0.104
H: 1.5937 5.2605 -0.4411  0.120
H: 0.6750 4.6973 3.4875  0.113
H: 2.3138 5.3254 3.1524  0.120
C: 7.2846 1.9199 1.0435  -0.157
C: 5.8750 2.3603 0.6405  -0.145
C: 5.3106 1.1212 -0.0861  -0.195
O: 5.9936 0.0237 0.5119  -0.152
C: 7.2969 0.3971 0.9026  -0.207
H: 7.5222 2.2251 2.0662  0.105
H: 8.0670 2.3743 0.4351  0.105
H: 5.9148 3.2522 0.0173  0.102
H: 5.2833 2.5803 1.5289  0.095
H: 5.5237 1.1364 -1.1572  0.102
H: 4.2380 1.0892 0.0966  0.101
H: 8.0283 0.1984 0.1047  0.114
H: 7.6781 -0.1587 1.7581  0.112
C: -0.0890 -2.7268 -3.1401  -0.175
C: -0.7952 -3.4378 -4.2829  -0.148
C: 0.2296 -4.5041 -4.6961  -0.169
O: 1.3022 -4.4326 -3.7532  -0.157
C: 0.8575 -3.7828 -2.5657  -0.175
H: -0.7550 -2.3250 -2.3694  0.086
H: 0.4733 -1.8661 -3.5164  0.090
H: -0.9062 -2.7329 -5.1032  0.080
H: -1.7228 -3.8307 -3.8753  0.103
H: 0.6685 -4.3321 -5.6788  0.116
H: -0.2466 -5.4895 -4.7049  0.116
H: 1.6912 -3.3762 -1.9924  0.111
H: 0.3636 -4.5095 -1.9068  0.115
C: -2.7170 -2.7263 0.0484  -0.138
C: -2.4837 -4.1245 -0.5113  -0.165
C: -3.6695 -4.8723 0.0597  -0.206
O: -4.7499 -3.9613 0.0008  -0.114
C: -4.2548 -2.6359 0.0853  -0.174
H: -2.2741 -1.9190 -0.5357  0.095
H: -2.3160 -2.6650 1.0639  0.085
H: -1.5335 -4.5775 -0.2196  0.088
H: -2.3916 -4.0598 -1.6004  0.099
H: -3.3838 -5.2341 1.0569  0.117
H: -3.8767 -5.8017 -0.4750  0.121
H: -4.6177 -2.1239 0.9802  0.100
H: -4.5932 -2.0915 -0.8037  0.098
C: -5.3337 1.9055 3.0185  -0.181
C: -4.3817 2.2417 1.8948  -0.160
C: -4.4830 0.9548 1.0629  -0.189
O: -5.8649 0.5803 1.2103  -0.140
C: -6.5022 1.3268 2.2385  -0.213
H: -5.6099 2.7014 3.7154  0.120
H: -4.9639 1.1283 3.6976  0.098
H: -3.3590 2.4898 2.1717  0.104
H: -4.7966 3.0613 1.3035  0.113
H: -3.7784 0.2358 1.4935  0.100
H: -4.2079 1.0791 0.0193  0.089
H: -7.2185 0.7806 2.8534  0.116
H: -7.0944 2.1329 1.7850  0.115
C: 4.1435 -0.8795 -2.9196  -0.149
C: 3.7236 -1.7911 -4.0739  -0.150
C: 4.2164 -3.1649 -3.6194  -0.188
O: 4.2495 -3.0854 -2.1909  -0.163
C: 4.7862 -1.8023 -1.8609  -0.187
H: 3.3369 -0.3772 -2.3827  0.091
H: 4.8336 -0.0948 -3.2418  0.102
H: 4.2319 -1.6075 -5.0235  0.113
H: 2.6505 -1.7773 -4.2624  0.078
H: 5.2728 -3.2941 -3.8893  0.121
H: 3.6206 -4.0162 -3.9287  0.108
H: 5.8789 -1.8701 -1.8242  0.121
H: 4.4174 -1.5894 -0.8591  0.107
C: 4.5420 3.2007 -4.2825  -0.127
C: 3.1190 2.6300 -4.2897  -0.159
C: 2.5705 2.8809 -2.8825  -0.183
O: 3.7210 2.8642 -2.0587  -0.164
C: 4.7877 3.4411 -2.7652  -0.213
H: 4.5891 4.1512 -4.8082  0.106
H: 5.2903 2.4951 -4.6336  0.105
H: 3.1485 1.5658 -4.5180  0.083
H: 2.5081 3.1027 -5.0605  0.110
H: 1.8909 2.0840 -2.5856  0.099
H: 2.0780 3.8572 -2.8001  0.124
H: 5.7393 3.0297 -2.4163  0.104
H: 4.9176 4.5141 -2.5594  0.119
C: 1.8735 -3.2515 3.8701  -0.142
C: 1.6578 -4.1769 2.6731  -0.153
C: 0.1411 -4.1406 2.4423  -0.183
O: -0.1906 -2.8177 2.8181  -0.180
C: 0.6176 -2.3456 3.8776  -0.184
H: 2.7896 -2.6735 3.7506  0.085
H: 1.9412 -3.8035 4.8072  0.111
H: 1.9871 -5.1789 2.9638  0.110
H: 2.2128 -3.8941 1.7791  0.108
H: -0.3136 -4.8527 3.1415  0.126
H: -0.0953 -4.3825 1.4108  0.102
H: 0.0639 -2.4342 4.8161  0.117
H: 0.8654 -1.2993 3.6970  0.095
C: -0.9766 0.6532 5.1689  -0.158
C: 0.0266 1.7279 5.5011  -0.163
C: -0.7586 2.6716 6.4244  -0.184
O: -2.1304 2.5136 6.0684  -0.125
C: -2.3017 1.4342 5.1668  -0.191
H: -0.9876 -0.1128 5.9501  0.118
H: -0.6932 0.1389 4.2523  0.082
H: 0.3896 2.2563 4.6175  0.098
H: 0.8848 1.3261 6.0385  0.095
H: -0.4278 3.7067 6.3468  0.114
H: -0.6314 2.3119 7.4517  0.116
H: -2.5044 1.7366 4.1328  0.102
H: -3.1283 0.8262 5.5382  0.104
C: -5.7592 -0.9967 -3.7201  -0.155
C: -4.5785 -0.1783 -3.2215  -0.159
C: -3.3960 -0.8338 -3.9522  -0.181
O: -3.8761 -2.0623 -4.5086  -0.131
C: -5.1086 -2.3592 -3.8778  -0.214
H: -6.0746 -0.6235 -4.6964  0.117
H: -6.6028 -0.9500 -3.0313  0.118
H: -4.4471 -0.2346 -2.1379  0.092
H: -4.6557 0.8916 -3.4259  0.103
H: -2.5612 -1.0062 -3.2613  0.093
H: -2.9939 -0.2354 -4.7727  0.104
H: -5.0848 -2.8813 -2.9094  0.111
H: -5.6990 -3.0515 -4.4833  0.122
C: 5.0489 0.1604 3.9752  -0.167
C: 4.7400 -0.4847 5.3125  -0.142
C: 3.2776 -0.0644 5.5289  -0.208
O: 2.8366 0.4796 4.3021  -0.161
C: 3.7300 0.1855 3.2324  -0.196
H: 5.8322 -0.3342 3.3938  0.105
H: 5.4495 1.1693 4.1129  0.119
H: 5.3772 -0.0647 6.0887  0.110
H: 4.8487 -1.5679 5.2656  0.110
H: 3.1653 0.6827 6.3206  0.113
H: 2.6258 -0.8866 5.8506  0.113
H: 3.6649 0.9066 2.4159  0.094
H: 3.4995 -0.7603 2.7223  0.111
C: 0.6291 -0.6450 0.3722  -0.130
C: 0.6875 0.3112 -0.8179  -0.159
C: -0.7273 0.8711 -0.9889  -0.180
O: -1.4255 0.4929 0.1992  -0.139
C: -0.5262 -0.0613 1.1629  -0.191
H: 1.5369 -0.6341 0.9731  0.106
H: 0.3819 -1.6317 -0.0239  0.107
H: 1.0235 -0.2292 -1.7062  0.089
H: 1.3971 1.1190 -0.6143  0.086
H: -1.1842 0.4162 -1.8760  0.093
H: -0.7403 1.9495 -1.1699  0.102
H: -1.1037 -0.7925 1.7260  0.094
H: -0.1556 0.7036 1.8567  0.110
C: -3.6618 4.0971 -2.8967  -0.158
C: -3.0202 5.3477 -2.2940  -0.162
C: -2.1331 4.8071 -1.1904  -0.192
O: -2.9193 3.7245 -0.6908  -0.147
C: -3.5895 3.0801 -1.7575  -0.223
H: -3.1292 3.7753 -3.7937  0.107
H: -4.7068 4.2551 -3.1618  0.108
H: -3.8566 5.9104 -1.8736  0.115
H: -2.5329 5.9660 -3.0491  0.112
H: -1.9128 5.5268 -0.4058  0.127
H: -1.1860 4.4157 -1.5869  0.105
H: -4.5888 2.7212 -1.5065  0.115
H: -3.0195 2.1912 -2.0602  0.095



# 3
ORCA calculation (wB97M-V/def2-TZVPD) on 2 unconnected molecules or ions with the total composition CH6P2S.

Total energy: -1122.3483 hartree
Max |F|: 4.507 eV/A
Energy relative to the best compared isomer or geometry (same formula, charge and spin): 554.40 kJ/mol

Last column: Löwdin charge in e.
Atoms and positions in Å:
C: -0.4327 -1.2316 -0.3816  -0.420
P: 2.2273 0.4451 -0.0498  0.380
P: -1.3411 1.6528 0.1800  0.382
S: 0.1887 0.2439 0.4123  -0.044
H: -1.8801 -1.7534 0.4193  0.214
H: -0.7617 -1.0287 -1.3879  0.003
H: 0.2297 -2.0734 -0.2594  0.000
H: 1.9102 1.4832 -0.9117  -0.251
H: -0.3932 2.6499 0.3248  -0.255
H: 0.2527 -0.3878 1.6539  -0.010



# 4
ORCA calculation (wB97M-V/def2-TZVPD) on a gas-phase ion, CH4N3 (charge +1).

Expectation value of S²: 2.006
Total energy: -204.2190 hartree
Net charge: +1
Max |F|: 5.927 eV/A
Energy relative to the best compared isomer or geometry (same formula, charge and spin): 347.65 kJ/mol
2S+1: 3

Last column: Mulliken spin population.
Atoms and positions in Å:
C: 0.1122 0.1320 -0.1602  0.696
N: -1.2033 -0.6322 -0.1392  0.338
N: -0.9630 0.8559 0.0338  0.695
N: 1.3958 -0.2021 -0.1855  0.220
H: -1.4005 -1.1324 0.7727  0.077
H: -1.5427 1.7068 0.0523  -0.021
H: 1.5312 -1.0910 -0.5432  -0.004
H: 2.0702 0.3630 0.1694  0.000



# 5
ORCA calculation (wB97M-V/def2-TZVPD) on 2 unconnected molecules or ions with the total composition C2H5NO5S2.

Total energy: -1306.3458 hartree
Max |F|: 3.299 eV/A
Energy relative to the best compared isomer or geometry (same formula, charge and spin): 17.45 kJ/mol

Last column: Löwdin charge in e.
Atoms and positions in Å:
C: 0.4035 -1.8913 0.8644  -0.369
C: 0.3606 -1.9500 -0.6197  -0.614
N: 0.0572 2.8339 -0.5505  -0.500
O: 0.1359 4.0319 -0.3983  0.065
O: 0.8385 1.9983 -0.9185  0.035
O: -1.4803 1.0294 -1.3176  -0.292
O: -1.1100 1.2435 1.2429  -0.397
O: 1.4256 -1.1096 1.3929  -0.086
S: -0.9815 -2.3217 -1.4709  0.707
S: -1.5035 1.9587 0.0747  1.034
H: 0.7235 -2.9020 1.0259  0.121
H: -0.3811 -1.6050 1.5145  0.115
H: 1.2488 -1.4718 -1.0590  0.084
H: 1.1463 -0.1352 1.3443  0.113
H: -0.8835 0.2910 -1.1251  -0.014



Which of these has the highest max |F|?
CH4N3



Look up the max |F| of the third one.
4.507 eV/A